Record 1
{
  "formula": "C38H47N3O6S3TeTi",
  "method": "ωB97M-V/def2-TZVPD",
  "species": ["Ti", "C", "C", "S", "C", "C", "S", "C", "C", "S", "H", "H", "H", "H", "H", "H", "H", "H", "H", "H", "H", "H", "O", "C", "O", "C", "C", "N", "N", "C", "C", "O", "O", "H", "H", "H", "C", "C", "C", "C", "C", "C", "Te", "N", "C", "O", "C", "C", "C", "C", "C", "C", "C", "C", "C", "C", "C", "C", "C", "C", "C", "C", "H", "H", "H", "H", "H", "H", "H", "H", "H", "H", "H", "H", "H", "H", "H", "H", "H", "H", "H", "H", "H", "H", "H", "C", "C", "C", "C", "O", "H", "H", "H", "H", "H", "H", "H", "H", "H"],
  "xyz": [[-0.3046, -1.3121, 0.2583], [-1.1836, 2.9324, -0.1231], [-0.3819, 3.1072, 1.1633], [0.6685, 1.6760, 1.5723], [0.3153, 1.4591, 3.3351], [-0.4741, 0.1984, 3.7195], [-1.7447, -0.3656, 2.5694], [-2.7925, 1.1170, 2.4834], [-3.3211, 1.4712, 1.0936], [-2.1645, 1.4303, -0.2860], [-0.5072, 2.8672, -0.9786], [-1.8112, 3.8133, -0.2758], [-1.0490, 3.3082, 1.9993], [0.2590, 3.9834, 1.0534], [-0.1869, 2.3604, 3.6861], [1.2733, 1.4180, 3.8553], [-0.9280, 0.3406, 4.7019], [0.1982, -0.6545, 3.7758], [-2.2122, 1.9366, 2.8975], [-3.6458, 0.9648, 3.1470], [-3.8190, 2.4427, 1.1444], [-4.0865, 0.7480, 0.8064], [1.2241, -1.0722, -5.3531], [1.1718, -2.3462, -4.9872], [1.3316, -3.2505, -5.7666], [0.9101, -2.6179, -3.5496], [0.8250, -3.8776, -2.9821], [0.6338, -3.7115, -1.6665], [0.6060, -2.4214, -1.3450], [0.7621, -1.7436, -2.4655], [0.6682, -0.2678, -2.2725], [0.7935, 0.5097, -3.2069], [0.4416, 0.0333, -1.0408], [1.0605, -0.4425, -4.6028], [0.9010, -4.8484, -3.4412], [0.4753, -4.3844, -0.9298], [9.4986, 2.8052, 1.4334], [8.1819, 2.0876, 1.5541], [8.1021, 0.7067, 1.4482], [6.8925, 0.0274, 1.5506], [6.9055, -1.4713, 1.4250], [5.7136, 0.7607, 1.7561], [3.8465, -0.2422, 1.9565], [0.8733, -1.6264, 1.7696], [0.5940, -2.8853, 1.7118], [-0.4275, -3.2320, 0.9404], [1.3611, -3.9737, 2.3737], [1.0580, -5.3059, 2.1122], [1.8088, -6.3167, 2.6941], [2.8580, -5.9976, 3.5452], [3.1509, -4.6678, 3.8225], [2.4031, -3.6579, 3.2398], [3.8755, -1.1219, 0.0338], [3.9127, -2.5102, -0.0502], [4.0315, -3.1447, -1.2797], [4.1256, -2.3815, -2.4332], [4.0662, -0.9976, -2.3509], [3.9302, -0.3422, -1.1276], [3.8636, 1.1582, -1.0897], [5.7715, 2.1585, 1.8661], [4.5686, 3.0382, 2.1046], [7.0076, 2.7922, 1.7666], [10.3262, 2.1009, 1.3585], [9.6764, 3.4480, 2.2968], [9.5155, 3.4395, 0.5452], [9.0095, 0.1349, 1.2849], [7.9261, -1.8482, 1.4843], [6.4812, -1.7926, 0.4722], [6.3107, -1.9383, 2.2118], [0.2220, -5.5405, 1.4652], [1.5743, -7.3530, 2.4878], [3.4450, -6.7865, 3.9978], [3.9657, -4.4193, 4.4902], [2.6274, -2.6172, 3.4315], [3.8778, -3.1008, 0.8578], [4.0759, -4.2262, -1.3279], [4.2402, -2.8584, -3.3992], [4.1233, -0.4047, -3.2571], [3.7468, 1.5621, -2.0949], [4.7687, 1.5810, -0.6474], [3.0172, 1.4855, -0.4829], [3.6316, 2.5521, 1.8389], [4.6545, 3.9562, 1.5210], [4.5108, 3.3275, 3.1569], [7.0453, 3.8739, 1.8525], [-3.7913, -2.6162, 0.7360], [-3.1185, -2.3486, -0.6052], [-2.6936, -3.6594, -1.2600], [-4.0423, -1.5733, -1.5387], [-1.9642, -1.5462, -0.4028], [-4.6731, -3.2449, 0.5997], [-4.1099, -1.6798, 1.1986], [-3.0971, -3.1165, 1.4113], [-3.5684, -4.2707, -1.4885], [-2.0423, -4.2164, -0.5872], [-2.1644, -3.4554, -2.1935], [-4.9482, -2.1464, -1.7445], [-3.5361, -1.3644, -2.4818], [-4.3293, -0.6209, -1.0920]],
  "lowdin_charge": [1.007, -0.511, -0.491, 0.829, -0.498, -0.502, 0.898, -0.471, -0.503, 0.894, 0.074, 0.080, 0.059, 0.077, 0.069, 0.066, 0.084, 0.048, 0.050, 0.083, 0.087, 0.053, 0.133, -0.498, 0.109, -0.042, 0.031, 0.082, 0.034, -0.119, -0.517, 0.093, -0.165, 0.072, 0.147, 0.160, -0.051, -0.268, -0.018, -0.296, -0.075, -0.418, 1.433, -0.046, -0.566, -0.183, -0.155, -0.028, -0.077, -0.082, -0.069, -0.049, -0.468, -0.159, -0.095, -0.084, -0.046, -0.299, -0.051, -0.320, -0.088, -0.025, 0.072, 0.080, 0.082, 0.113, 0.076, 0.072, 0.055, 0.109, 0.102, 0.103, 0.106, 0.054, 0.087, 0.104, 0.110, 0.118, 0.084, 0.076, 0.051, -0.010, 0.081, 0.086, 0.121, -0.030, -0.663, -0.026, -0.025, -0.335, 0.092, 0.067, 0.080, 0.092, 0.068, 0.083, 0.091, 0.093, 0.064],
  "e_lumo_ev": -0.134
}

Record 2
{
  "formula": "C38H47N3O6S3TeTi",
  "method": "ωB97M-V/def2-TZVPD",
  "species": ["Ti", "C", "C", "S", "C", "C", "S", "C", "C", "S", "H", "H", "H", "H", "H", "H", "H", "H", "H", "H", "H", "H", "O", "C", "O", "C", "C", "N", "N", "C", "C", "O", "O", "H", "H", "H", "C", "C", "C", "C", "C", "C", "Te", "N", "C", "O", "C", "C", "C", "C", "C", "C", "C", "C", "C", "C", "C", "C", "C", "C", "C", "C", "H", "H", "H", "H", "H", "H", "H", "H", "H", "H", "H", "H", "H", "H", "H", "H", "H", "H", "H", "H", "H", "H", "H", "C", "C", "C", "C", "O", "H", "H", "H", "H", "H", "H", "H", "H", "H"],
  "xyz": [[0.2749, 0.0919, -1.8987], [4.0009, -2.4250, -1.4229], [4.3056, -1.4741, -0.2733], [2.9063, -0.4247, 0.2184], [3.6971, 1.1969, 0.3671], [3.3018, 2.2434, -0.6872], [3.0319, 1.6441, -2.3700], [4.6549, 0.8947, -2.7007], [4.6583, -0.4804, -3.3870], [3.3800, -1.6720, -2.9371], [3.1963, -3.1100, -1.1466], [4.8923, -3.0202, -1.6329], [5.1490, -0.8338, -0.5262], [4.5955, -2.0699, 0.5943], [4.7739, 1.0328, 0.3789], [3.4235, 1.5958, 1.3454], [4.0501, 3.0379, -0.7001], [2.3389, 2.6777, -0.4264], [5.1694, 0.8299, -1.7458], [5.2126, 1.5934, -3.3255], [5.6370, -0.9400, -3.2301], [4.5340, -0.3545, -4.4634], [-2.7040, -4.8233, -2.2037], [-3.5002, -3.8239, -2.5624], [-4.5990, -4.0044, -3.0201], [-2.9823, -2.4441, -2.3634], [-3.7083, -1.2976, -2.6406], [-2.9329, -0.2479, -2.3386], [-1.7566, -0.6395, -1.8563], [-1.7613, -1.9597, -1.8792], [-0.4974, -2.5807, -1.3854], [-0.3676, -3.7906, -1.3167], [0.3868, -1.6893, -1.0648], [-1.8277, -4.5072, -1.8630], [-4.7125, -1.1907, -3.0129], [-3.1208, 0.7415, -2.4127], [0.0178, -0.1303, 8.7049], [0.0100, 0.0308, 7.2091], [-1.0898, 0.5601, 6.5482], [-1.1048, 0.7411, 5.1705], [-2.3459, 1.3105, 4.5411], [0.0225, 0.3741, 4.4155], [0.1825, 0.9288, 2.3707], [0.3324, 1.5537, -0.6041], [-0.5838, 2.1345, -1.3119], [-0.7255, 1.7153, -2.5679], [-1.5670, 3.1420, -0.8335], [-2.6869, 3.4395, -1.6048], [-3.6600, 4.3008, -1.1201], [-3.5100, 4.8748, 0.1354], [-2.3734, 4.6119, 0.8896], [-1.4005, 3.7524, 0.4044], [-1.4189, -0.2807, 1.6934], [-2.5689, 0.3459, 1.2226], [-3.6660, -0.3962, 0.8047], [-3.6043, -1.7803, 0.8408], [-2.4522, -2.4070, 1.2935], [-1.3478, -1.6793, 1.7349], [-0.1407, -2.4044, 2.2557], [1.1329, -0.1910, 5.0642], [2.3801, -0.6692, 4.3590], [1.1023, -0.3492, 6.4484], [-0.8803, 0.2947, 9.1514], [0.8837, 0.3644, 9.1474], [0.0660, -1.1838, 8.9865], [-1.9624, 0.8519, 7.1229], [-3.0303, 1.6743, 5.3067], [-2.8671, 0.5558, 3.9496], [-2.1071, 2.1335, 3.8640], [-2.7698, 3.0131, -2.5974], [-4.5302, 4.5292, -1.7216], [-4.2743, 5.5365, 0.5219], [-2.2467, 5.0735, 1.8602], [-0.5130, 3.5399, 0.9833], [-2.6153, 1.4287, 1.2045], [-4.5663, 0.1074, 0.4724], [-4.4498, -2.3760, 0.5183], [-2.4006, -3.4901, 1.3037], [-0.2881, -3.4826, 2.2019], [0.0537, -2.1315, 3.2943], [0.7465, -2.1425, 1.6754], [2.3009, -0.6247, 3.2750], [2.5926, -1.7020, 4.6429], [3.2442, -0.0700, 4.6564], [1.9670, -0.7839, 6.9409], [1.2425, 1.0146, -5.3940], [0.4476, -0.2148, -4.9755], [-1.0368, -0.0233, -5.2713], [0.9672, -1.4681, -5.6659], [0.5939, -0.4072, -3.5730], [1.0582, 1.2424, -6.4451], [2.3130, 0.8461, -5.2595], [0.9545, 1.8754, -4.7897], [-1.1919, 0.0951, -6.3450], [-1.4126, 0.8645, -4.7626], [-1.6038, -0.8953, -4.9361], [0.8516, -1.3700, -6.7467], [0.4098, -2.3454, -5.3338], [2.0194, -1.6349, -5.4367]],
  "lowdin_charge": [1.042, -0.524, -0.499, 0.829, -0.504, -0.519, 0.868, -0.487, -0.508, 0.879, 0.073, 0.079, 0.059, 0.077, 0.067, 0.061, 0.082, 0.040, 0.049, 0.076, 0.083, 0.063, 0.136, -0.494, 0.111, -0.042, 0.031, 0.089, 0.041, -0.131, -0.512, 0.103, -0.143, 0.072, 0.149, 0.155, -0.052, -0.270, -0.020, -0.297, -0.074, -0.417, 1.465, -0.060, -0.562, -0.177, -0.162, -0.035, -0.075, -0.079, -0.068, -0.056, -0.452, -0.156, -0.098, -0.086, -0.048, -0.301, -0.052, -0.316, -0.091, -0.027, 0.072, 0.079, 0.081, 0.112, 0.075, 0.076, 0.050, 0.107, 0.103, 0.103, 0.107, 0.061, 0.085, 0.105, 0.111, 0.119, 0.085, 0.070, 0.055, -0.012, 0.085, 0.084, 0.122, -0.030, -0.658, -0.024, -0.029, -0.309, 0.092, 0.070, 0.078, 0.092, 0.072, 0.082, 0.092, 0.093, 0.052],
  "e_lumo_ev": -0.165
}

Record 3
{
  "formula": "C38H48AsBrN6NdO5S",
  "method": "ωB97M-V/def2-TZVPD",
  "species": ["Nd", "C", "N", "C", "C", "O", "C", "O", "C", "C", "O", "N", "C", "C", "H", "H", "H", "H", "H", "H", "H", "H", "H", "H", "H", "H", "H", "H", "H", "H", "S", "C", "C", "C", "C", "C", "C", "As", "C", "C", "C", "C", "C", "C", "C", "C", "C", "C", "C", "C", "H", "H", "H", "H", "H", "H", "H", "H", "H", "H", "H", "H", "H", "H", "N", "C", "C", "C", "C", "N", "C", "N", "N", "C", "O", "O", "H", "H", "H", "H", "H", "H", "H", "H", "H", "H", "H", "H", "H", "H", "Br", "C", "C", "C", "C", "C", "C", "H", "H", "H", "H"],
  "xyz": [[0.6634, 1.2197, 0.3090], [-1.9293, 2.1381, 5.3269], [-1.6135, 2.5677, 3.9841], [-2.6067, 3.5174, 3.4386], [-0.9245, 1.8614, 3.1171], [-1.1036, 1.9524, 1.8630], [-0.0674, 0.7376, 3.7072], [0.9558, 0.4455, 2.7767], [2.3192, 0.2894, 3.1692], [3.1266, 1.3290, 2.4290], [2.8571, 1.6554, 1.2446], [4.0299, 2.0137, 3.1491], [4.4429, 1.5432, 4.4878], [4.7296, 3.1655, 2.5632], [-1.8595, 3.0163, 5.9742], [-1.2284, 1.3673, 5.6815], [-2.9332, 1.7089, 5.4099], [-3.0989, 3.0801, 2.5790], [-2.2078, 4.5215, 3.2202], [-3.3711, 3.6676, 4.2538], [-0.7517, -0.1165, 3.8257], [0.4361, 1.0896, 4.6631], [2.6598, -0.7112, 2.8936], [2.4108, 0.4083, 4.2651], [5.3177, 1.9848, 4.8131], [4.4845, 0.4386, 4.4545], [3.5872, 1.8323, 5.1771], [4.4096, 4.1486, 2.9671], [4.7755, 3.1348, 1.4562], [5.7990, 3.0742, 2.8291], [-0.5520, -1.5935, 0.3840], [-1.2101, -3.1101, -0.1392], [-2.5929, -3.3193, 0.0598], [-3.1898, -4.5518, -0.2525], [-2.3709, -5.4631, -0.9377], [-1.0190, -5.2645, -1.2034], [-0.3753, -4.1545, -0.7343], [1.4918, -3.5801, -0.7887], [2.2254, -5.2429, 0.0614], [3.4930, -5.7768, -0.1617], [3.9721, -6.8727, 0.5595], [3.2437, -7.3165, 1.6510], [1.9440, -6.8815, 1.9145], [1.4917, -5.8113, 1.1339], [1.6265, -3.8777, -2.8719], [2.8824, -4.1889, -3.4429], [3.0641, -4.2359, -4.7935], [1.9898, -4.0371, -5.6607], [0.7410, -3.7584, -5.1734], [0.5244, -3.6843, -3.7970], [-3.2149, -2.4710, 0.4363], [-4.2890, -4.6869, -0.1776], [-2.8788, -6.3084, -1.3694], [-0.5217, -5.9099, -1.9457], [4.0947, -5.4661, -1.0227], [4.8217, -7.4736, 0.2831], [3.7186, -8.0800, 2.2619], [1.3574, -7.4058, 2.6663], [0.4760, -5.3598, 1.2302], [3.7469, -4.3154, -2.7451], [4.0617, -4.5318, -5.1443], [2.1569, -4.0164, -6.7325], [-0.1658, -3.6142, -5.7793], [-0.4724, -3.5378, -3.3877], [-1.1377, 1.5298, -1.4963], [-1.8148, 2.8055, -1.3688], [-2.3362, 3.2717, -2.7780], [-3.7875, 3.8653, -2.6494], [-4.2450, 4.6917, -1.4200], [-5.3901, 4.0855, -0.7323], [-6.4776, 4.7639, -0.2525], [-7.4197, 4.0683, 0.4230], [-6.5554, 6.1124, -0.2846], [-0.9605, 3.8648, -0.6607], [-1.3207, 5.0402, -0.6194], [0.0769, 3.3438, -0.1245], [-0.5336, 1.4811, -2.3274], [-1.7279, 0.7105, -1.5597], [-2.6431, 2.6863, -0.6691], [-2.4212, 2.4744, -3.4927], [-1.6609, 4.0000, -3.2486], [-4.5308, 3.0032, -2.8462], [-3.8868, 4.4907, -3.5338], [-4.6220, 5.6785, -1.7550], [-3.4260, 4.9543, -0.7280], [-5.4186, 3.0716, -0.6749], [-7.3996, 3.0473, 0.4459], [-8.0749, 4.5412, 1.0368], [-5.7740, 6.6290, -0.6537], [-7.4293, 6.5033, 0.1327], [6.1790, 0.5833, -3.6658], [4.3865, 0.7024, -3.1031], [4.0104, 1.8485, -2.3393], [2.7084, 1.8773, -1.8015], [1.9077, 0.7512, -1.7602], [2.3261, -0.3126, -2.5257], [3.4983, -0.3907, -3.2014], [4.6925, 2.7124, -2.2506], [2.3274, 2.8102, -1.4190], [1.6277, -1.1139, -2.8097], [3.6726, -1.3659, -3.6957]],
  "lowdin_charge": [1.738, -0.036, -0.124, -0.004, -0.382, -0.096, -0.084, -0.263, -0.074, -0.376, -0.088, -0.115, -0.006, -0.008, 0.106, 0.088, 0.109, 0.083, 0.109, 0.102, 0.159, 0.150, 0.162, 0.115, 0.067, 0.108, 0.116, 0.108, 0.105, 0.096, 0.383, -0.754, -0.165, -0.091, -0.109, -0.136, -0.475, 1.301, -0.386, -0.126, -0.096, -0.116, -0.080, -0.120, -0.313, -0.159, -0.112, -0.103, -0.109, -0.104, 0.088, 0.106, 0.090, 0.122, 0.079, 0.099, 0.098, 0.102, 0.096, 0.092, 0.112, 0.102, 0.108, 0.091, -0.035, -0.291, -0.106, -0.146, -0.156, 0.079, -0.386, 0.178, 0.200, -0.608, 0.035, -0.203, 0.093, 0.081, 0.136, 0.103, 0.126, 0.135, 0.102, 0.113, 0.109, 0.152, 0.136, 0.128, 0.112, 0.157, 0.707, -0.694, -0.129, -0.216, -0.320, -0.184, -0.134, 0.098, 0.066, 0.077, 0.107],
  "e_lumo_ev": [-2.920, -2.920],
  "spin_multiplicity": 4,
  "s_squared": 3.75,
  "charge": 1
}

Calculated relative energy (zero: lowest compared OMol25 entry of this formula, charge and spin) in order - 0.00 7.36 61.39 kcal/mol